No. 1
Density functional theory data (wB97M-V/def2-TZVPD) for C22H42FeNP3S2 as an isolated structure.

Geometry (Å):
Fe (0.187, 0.054, 0.502)
P (-0.189, 0.831, 2.490)
P (2.051, 1.208, 0.170)
P (1.525, -1.865, 1.267)
H (-4.208, -4.148, -2.714)
C (-3.708, -4.502, -1.809)
C (-4.261, -4.377, -0.584)
H (-4.739, -3.463, -0.193)
C (-1.237, 2.311, 2.228)
C (1.206, 1.451, 3.496)
C (-1.136, -0.156, 3.701)
C (2.492, 0.994, -1.598)
C (1.913, 3.025, 0.436)
C (3.623, 0.864, 1.079)
C (0.936, -3.583, 1.383)
C (2.344, -1.839, 2.952)
C (2.756, -2.172, -0.107)
H (-2.823, -5.154, -1.995)
H (-4.383, -5.274, 0.034)
H (-2.035, 2.065, 1.509)
H (-0.639, 3.144, 1.833)
H (-1.652, 2.563, 3.214)
H (1.658, 2.335, 3.034)
H (1.972, 0.677, 3.629)
H (0.787, 1.717, 4.472)
H (-2.102, -0.459, 3.267)
H (-1.291, 0.503, 4.570)
H (-0.570, -1.052, 3.996)
H (3.551, 1.281, -1.690)
H (1.870, 1.672, -2.192)
H (2.337, -0.049, -1.923)
H (2.896, 3.358, 0.797)
H (1.137, 3.256, 1.184)
H (1.672, 3.507, -0.519)
H (4.387, 1.444, 0.544)
H (3.904, -0.199, 1.062)
H (3.551, 1.217, 2.117)
H (1.780, -4.248, 1.589)
H (0.469, -3.897, 0.453)
H (0.219, -3.708, 2.188)
H (2.809, -2.813, 3.161)
H (1.564, -1.668, 3.712)
H (3.105, -1.057, 3.044)
H (3.273, -3.126, 0.065)
H (3.478, -1.359, -0.226)
H (2.169, -2.245, -1.033)
C (-2.261, -1.807, -1.090)
C (-1.168, -2.093, -1.941)
C (-1.293, -2.253, -3.314)
C (-2.480, -1.872, -3.943)
C (-3.504, -1.350, -3.131)
C (-3.468, -1.469, -1.737)
S (-1.949, -1.902, 0.719)
H (-2.358, -3.081, 1.160)
H (-0.170, -2.240, -1.468)
H (-0.470, -2.689, -3.922)
H (-2.570, -2.002, -5.022)
H (-4.371, -0.943, -3.615)
H (-4.424, -1.389, -1.186)
S (-1.124, 1.240, -1.077)
C (-0.655, 2.821, -1.578)
N (0.176, 2.937, -2.687)
C (0.790, 4.107, -3.036)
C (0.419, 5.277, -2.391)
C (-0.545, 5.215, -1.375)
C (-1.101, 4.008, -0.998)
H (0.360, 2.083, -3.228)
H (1.499, 4.049, -3.845)
H (0.823, 6.227, -2.723)
H (-0.886, 6.138, -0.896)
H (-1.916, 3.922, -0.270)

* 2S+1: 6
* HOMO energy (spin up / spin down): -15.022 / -15.011 eV
* gap between HOMO and LUMO (spin up / spin down): 5.82 / 4.08 eV
* net charge: +3

These are the Mulliken partial charges, in e, on atoms 1 to 6: 0.218, 1.044, 0.739, 1.083, 0.300, -0.335

=====

No. 2
Density functional theory data (wB97M-V/def2-TZVPD) for C7H3Cl3O6Ru as an isolated structure.

Geometry (Å):
Ru (1.640, -2.636, -1.786)
O (0.249, -0.736, -3.628)
Cl (1.283, -1.167, -4.606)
O (0.905, -2.263, -5.478)
O (0.487, -3.768, -2.027)
O (3.268, -2.662, -1.682)
Cl (-2.431, 3.718, 1.526)
C (-1.486, 2.347, 1.666)
C (-1.111, 1.868, 2.929)
C (-0.341, 0.738, 3.056)
Cl (0.139, 0.115, 4.540)
C (0.078, 0.035, 1.852)
O (0.772, -1.009, 1.955)
C (-0.305, 0.540, 0.556)
C (0.121, -0.191, -0.615)
O (0.766, -1.238, -0.467)
C (-1.072, 1.675, 0.480)
H (-1.431, 2.391, 3.822)
H (-0.151, 0.173, -1.610)
H (-1.380, 2.070, -0.482)

* 2S+1: 5
* HOMO energy (spin up / spin down): -16.830 / -17.874 eV
* gap between HOMO and LUMO (spin up / spin down): 7.30 / 6.28 eV
* net charge: +2

These are the Mulliken partial charges, in e, on atoms 1 to 6: 1.979, -0.470, 0.769, -0.252, -0.586, -0.618

=====

No. 3
Density functional theory data (wB97M-V/def2-TZVPD) for a 2-piece molecular cluster, CHClF2OS overall.

Geometry (Å):
C (0.169, -0.105, 0.864)
O (-0.060, 0.258, -1.902)
F (-0.900, -0.721, 0.342)
F (-0.306, 1.163, 0.983)
S (-0.710, 0.358, -3.217)
Cl (0.687, -0.754, 2.494)
H (1.119, -0.199, 0.435)

* 2S+1: 3
* HOMO energy (spin up / spin down): -9.861 / -11.601 eV
* gap between HOMO and LUMO (spin up / spin down): 10.60 / 10.19 eV

These are the Mulliken partial charges, in e, on atoms 1 to 6: 0.410, -0.231, -0.182, -0.207, 0.216, -0.181

=====

No. 4
Density functional theory data (wB97M-V/def2-TZVPD) for a 2-piece molecular cluster, C3H3F2N overall.

Geometry (Å):
C (0.128, -1.327, -0.848)
C (-0.625, 1.085, 0.246)
C (0.657, -0.660, 0.224)
N (-0.281, -2.058, -1.622)
F (-1.043, 1.521, -0.946)
F (1.824, -0.035, -0.018)
H (0.087, 1.777, 0.677)
H (-1.336, 0.576, 0.945)
H (0.589, -0.879, 1.342)

* HOMO energy: -9.515 eV
* gap between HOMO and LUMO: 9.67 eV

These are the Mulliken partial charges, in e, on atoms 1 to 6: 0.379, -0.314, -0.211, -0.345, -0.208, -0.242

=====

No. 5
Density functional theory data (wB97M-V/def2-TZVPD) for C23H30N4O7ReSb as an isolated structure.

Geometry (Å):
Re (0.331, -0.024, 0.124)
O (-1.682, 4.021, -0.917)
C (-0.989, 3.029, -0.446)
O (-0.920, 1.918, -0.954)
C (-0.268, 3.311, 0.809)
C (-0.327, 4.541, 1.450)
C (0.320, 4.671, 2.667)
C (0.957, 3.562, 3.200)
C (0.954, 2.374, 2.479)
N (0.382, 2.259, 1.285)
C (1.549, 1.097, 2.950)
O (2.043, 0.959, 4.140)
O (1.584, 0.163, 2.169)
H (-2.168, 3.821, -1.733)
H (-0.868, 5.362, 1.002)
H (0.313, 5.609, 3.204)
H (1.452, 3.644, 4.159)
H (1.946, 1.707, 4.745)
O (2.338, 0.559, -0.778)
C (3.088, -0.391, -1.590)
C (4.063, -1.210, -0.769)
C (3.456, -1.643, 0.568)
C (2.255, -2.546, 0.464)
C (2.506, -3.912, 0.457)
C (1.477, -4.835, 0.515)
C (0.181, -4.353, 0.632)
C (-0.026, -2.997, 0.593)
N (0.968, -2.084, 0.449)
H (2.964, 1.106, -0.285)
H (3.613, 0.156, -2.373)
H (2.340, -1.037, -2.050)
H (4.968, -0.634, -0.564)
H (4.359, -2.077, -1.362)
H (3.206, -0.775, 1.160)
H (4.218, -2.185, 1.125)
H (3.535, -4.244, 0.438)
H (1.682, -5.898, 0.511)
H (-0.661, -5.018, 0.757)
H (-1.030, -2.633, 0.692)
C (0.982, 1.422, -3.385)
Sb (-0.372, -0.118, -2.684)
C (0.122, -1.855, -3.794)
C (-2.282, 0.517, -3.360)
H (1.910, 0.962, -3.716)
H (1.180, 2.164, -2.620)
H (0.487, 1.883, -4.241)
H (-0.820, -2.311, -4.093)
H (0.694, -2.571, -3.209)
H (0.688, -1.545, -4.671)
H (-2.173, 1.469, -3.875)
H (-2.974, 0.606, -2.528)
H (-2.644, -0.242, -4.052)
C (-4.348, 0.499, 2.852)
N (-3.666, -0.137, 1.721)
C (-4.316, -0.960, 0.865)
C (-3.708, -1.513, -0.215)
C (-2.345, -1.207, -0.448)
O (-1.691, -1.648, -1.434)
N (-1.681, -0.424, 0.460)
C (-2.323, 0.148, 1.553)
O (-1.707, 0.840, 2.346)
H (-5.306, 0.015, 3.017)
H (-4.507, 1.557, 2.648)
H (-3.734, 0.413, 3.744)
H (-5.354, -1.164, 1.091)
H (-4.223, -2.175, -0.894)

* 2S+1: 2
* HOMO energy (spin up / spin down): -17.042 / -17.040 eV
* gap between HOMO and LUMO (spin up / spin down): 6.16 / 6.67 eV
* net charge: +3

These are the Mulliken partial charges, in e, on atoms 1 to 6: 1.912, -0.427, -0.240, -0.401, 0.438, -0.947

=====

No. 6
Density functional theory data (wB97M-V/def2-TZVPD) for a 10-piece molecular cluster, C7H31NO9 overall.

Geometry (Å):
C (1.837, 3.092, -1.147)
C (0.401, 3.206, -1.330)
C (-0.403, 2.036, -1.444)
N (-1.755, 2.045, -1.377)
C (-2.551, 0.760, -1.526)
C (-1.897, -2.733, 0.146)
C (-2.433, -1.653, -0.676)
C (-2.068, -0.379, -0.584)
H (2.110, 3.091, -0.123)
H (2.540, 3.807, -1.614)
H (2.211, 2.062, -1.488)
H (0.101, 4.142, -1.556)
H (0.115, 1.064, -1.492)
H (-2.150, 2.618, -0.705)
H (-3.567, 0.841, -1.127)
H (-2.268, 0.558, -2.554)
H (-1.078, -2.363, 0.808)
H (-1.349, -3.461, -0.600)
H (-2.563, -3.300, 0.738)
H (-3.093, -1.985, -1.512)
H (-1.585, -0.056, 0.269)
H (0.893, -2.371, 1.928)
H (1.433, -3.079, 0.718)
O (1.766, -2.596, 1.480)
H (1.114, 3.769, 1.234)
H (-0.413, 3.529, 1.211)
O (0.426, 3.274, 1.606)
H (0.760, -2.618, -2.023)
H (1.431, -3.932, -1.682)
O (0.562, -3.528, -1.678)
H (0.133, -0.432, 2.569)
H (-0.197, -1.609, 3.543)
O (-0.257, -1.395, 2.622)
H (1.434, 1.309, 3.382)
H (0.144, 1.571, 2.547)
O (0.610, 0.948, 3.110)
H (-1.122, -3.226, -3.121)
H (-0.759, -1.747, -3.423)
O (-0.555, -2.667, -3.650)
H (-2.591, 1.527, 3.337)
H (-1.795, 2.369, 2.548)
O (-1.707, 1.541, 3.065)
H (1.287, -0.705, -0.691)
H (2.838, -0.359, -0.901)
O (1.947, -0.331, -1.380)
H (3.457, -1.207, 1.204)
H (4.764, -0.810, 0.649)
O (3.842, -0.616, 0.688)

* SMILES: C/C=C/CN/C=C/C.O.O.O.O.O.O.O.O.O
* HOMO energy: -7.439 eV
* gap between HOMO and LUMO: 7.45 eV

These are the Mulliken partial charges, in e, on atoms 1 to 6: -0.859, -0.702, 0.076, -0.304, -0.835, -0.406

=====

No. 7
Density functional theory data (wB97M-V/def2-TZVPD) for one molecule with the formula C3H5N3OS.

Geometry (Å):
C (-0.093, -1.526, 0.095)
C (-0.741, -0.351, -0.026)
C (0.304, 0.638, -0.271)
H (3.413, 0.278, 0.036)
H (2.300, 0.150, 1.409)
H (-0.374, -2.643, 0.065)
H (-2.311, 1.417, 0.055)
H (1.024, 2.349, -0.267)
N (2.462, 0.525, 0.441)
N (1.545, -0.010, -0.400)
N (0.110, 1.871, -0.091)
O (1.300, -1.395, -0.167)
S (-2.505, 0.021, 0.099)

* SMILES: [H]/N=c1/c(S)con1N
* HOMO energy: -8.429 eV
* gap between HOMO and LUMO: 9.18 eV

These are the Mulliken partial charges, in e, on atoms 1 to 6: -0.317, 0.309, 0.332, 0.277, 0.231, 0.338

=====

No. 8
Density functional theory data (wB97M-V/def2-TZVPD) for a 2-piece molecular cluster, C5H14O overall.

Geometry (Å):
C (-0.865, -0.991, 0.918)
C (-0.302, 1.391, 0.138)
C (0.483, -0.635, -1.142)
C (-1.865, -0.122, -1.220)
C (-0.588, -0.042, -0.320)
H (-0.965, -2.067, 0.699)
H (-1.800, -0.638, 1.385)
H (-0.040, -0.853, 1.637)
H (-1.011, 1.787, 0.884)
H (-0.345, 2.029, -0.762)
H (0.717, 1.444, 0.557)
H (0.702, -0.052, -2.052)
H (0.167, -1.648, -1.441)
H (1.407, -0.716, -0.546)
H (-2.167, -1.179, -1.300)
H (-1.697, 0.274, -2.236)
H (-2.688, 0.445, -0.753)
O (3.618, 0.879, 1.665)
H (2.842, 0.365, 1.984)
H (4.397, 0.329, 1.905)

* SMILES: CC(C)(C)C.O
* HOMO energy: -10.884 eV
* gap between HOMO and LUMO: 11.55 eV

These are the Mulliken partial charges, in e, on atoms 1 to 6: -1.467, -1.448, -1.569, -1.612, 1.794, 0.368